1.
{"formula": "C2H3BrN2S", "method": "ωB97M-V/def2-TZVPD", "elements": ["C", "C", "N", "N", "S", "Br", "H", "H", "H"], "positions_angstrom": [[0.088, -0.389, 1.480], [-0.031, 0.631, -1.374], [0.267, -0.397, 2.585], [-0.348, -0.569, -1.039], [0.700, 1.638, -0.224], [-0.500, 1.413, -3.198], [-0.340, -0.762, -0.051], [0.827, -0.290, 3.483], [-0.663, -1.274, -1.662]], "orbital_gap_ev": [5.60, 6.85], "energy_ev": -85975.1573, "spin_multiplicity": 3, "relative_energy_kj_mol": 125.7, "fmax_ev_per_a": 8.1, "s_squared": 2.01}

=====

2.
{"formula": "C33H32AuFN4", "method": "ωB97M-V/def2-TZVPD", "elements": ["Au", "C", "C", "C", "C", "N", "C", "C", "C", "C", "C", "C", "N", "C", "C", "C", "C", "C", "N", "H", "H", "H", "H", "H", "H", "H", "H", "H", "H", "H", "C", "C", "C", "C", "C", "C", "C", "C", "C", "C", "C", "C", "N", "C", "C", "C", "C", "C", "C", "F", "H", "H", "H", "H", "H", "H", "H", "H", "H", "H", "H", "H", "H", "H", "H", "H", "H", "H", "H", "H", "H"], "positions_angstrom": [[1.031, 0.219, 0.199], [-0.923, 4.374, 0.448], [-0.152, 4.978, 1.420], [0.939, 4.290, 1.937], [1.207, 3.014, 1.476], [0.417, 2.412, 0.566], [-0.611, 3.081, 0.052], [2.426, 2.261, 1.879], [3.354, 2.705, 2.811], [4.495, 1.950, 3.029], [4.710, 0.788, 2.301], [3.747, 0.388, 1.391], [2.636, 1.116, 1.225], [3.870, -0.800, 0.498], [4.995, -1.604, 0.460], [5.060, -2.623, -0.479], [4.006, -2.805, -1.357], [2.901, -1.979, -1.241], [2.837, -1.009, -0.335], [-1.763, 4.879, -0.003], [-0.375, 5.978, 1.764], [1.577, 4.759, 2.670], [-1.203, 2.572, -0.696], [3.197, 3.622, 3.355], [5.226, 2.275, 3.755], [5.610, 0.214, 2.448], [5.819, -1.438, 1.137], [5.933, -3.259, -0.527], [4.028, -3.571, -2.116], [2.042, -2.094, -1.888], [0.483, 0.383, -2.979], [-1.014, 0.202, -3.195], [-1.324, -1.211, -3.693], [-1.909, 0.648, -2.048], [-2.922, 1.555, -2.362], [-3.809, 2.013, -1.401], [-3.695, 1.566, -0.097], [-2.714, 0.650, 0.283], [-2.764, 0.169, 1.733], [-1.453, 0.088, 2.514], [-3.547, -1.139, 1.881], [-1.837, 0.217, -0.718], [-0.806, -0.722, -0.349], [-1.153, -2.010, -0.331], [-2.394, -2.483, -0.872], [-2.704, -3.814, -0.875], [-1.822, -4.752, -0.322], [-0.620, -4.340, 0.249], [-0.307, -3.009, 0.239], [0.821, -2.605, 0.850], [1.014, 0.121, -3.895], [0.867, -0.279, -2.199], [0.744, 1.414, -2.732], [-1.276, 0.888, -4.005], [-0.896, -1.977, -3.042], [-0.893, -1.353, -4.683], [-2.395, -1.389, -3.770], [-3.012, 1.898, -3.383], [-4.588, 2.710, -1.670], [-4.391, 1.920, 0.653], [-3.361, 0.936, 2.236], [-0.820, -0.739, 2.188], [-1.681, -0.094, 3.565], [-0.887, 1.015, 2.465], [-2.947, -2.006, 1.604], [-4.452, -1.139, 1.274], [-3.845, -1.274, 2.920], [-3.073, -1.763, -1.303], [-3.637, -4.146, -1.305], [-2.078, -5.801, -0.321], [0.061, -5.040, 0.712]], "orbital_gap_ev": [7.74, 6.64], "charge": 2, "energy_ev": -47096.5822, "spin_multiplicity": 3, "fmax_ev_per_a": 0.5, "s_squared": 2.04}

=====

3.
{"formula": "C6H17N2O", "method": "ωB97M-V/def2-TZVPD", "elements": ["C", "C", "C", "C", "C", "C", "N", "N", "O", "H", "H", "H", "H", "H", "H", "H", "H", "H", "H", "H", "H", "H", "H", "H", "H", "H"], "positions_angstrom": [[-1.151, 1.762, -0.291], [-2.545, -1.839, 0.208], [-3.532, 0.533, -0.073], [3.361, 0.493, 1.063], [3.117, -0.619, -1.025], [-1.042, 0.293, -0.073], [-2.506, -0.427, 0.286], [2.661, -0.599, 0.400], [-0.068, -0.398, 0.069], [-0.098, 2.270, -0.207], [-1.645, 1.966, -1.122], [-1.491, 2.281, 0.647], [-3.602, -2.010, 0.030], [-1.974, -2.164, -0.583], [-2.291, -2.413, 1.173], [-3.463, 1.447, 0.375], [-3.671, 0.644, -1.218], [-4.554, 0.092, 0.135], [3.031, 1.483, 0.487], [3.009, 0.464, 2.044], [4.396, 0.432, 1.067], [2.813, 0.168, -1.665], [4.112, -0.433, -0.945], [2.784, -1.429, -1.666], [2.776, -1.569, 0.673], [1.573, -0.427, 0.210]], "orbital_gap_ev": 9.03, "charge": 1, "energy_ev": -11516.2454, "relative_energy_kj_mol": 382.0, "fmax_ev_per_a": 7.8}

=====

4.
{"formula": "C4H7NO", "method": "ωB97M-V/def2-TZVPD", "elements": ["C", "C", "O", "C", "C", "N", "H", "H", "H", "H", "H", "H", "H"], "positions_angstrom": [[-1.101, -0.839, -0.227], [-0.297, 0.434, -0.453], [-1.077, 1.596, -0.261], [0.950, 0.499, 0.454], [1.911, -0.566, 0.152], [2.648, -1.414, -0.125], [-1.980, -0.848, -0.879], [-0.501, -1.731, -0.433], [-1.440, -0.896, 0.817], [0.043, 0.473, -1.493], [-1.660, 1.444, 0.495], [0.653, 0.423, 1.507], [1.440, 1.469, 0.319]], "orbital_gap_ev": 11.63, "smiles": "C[C@@H](O)CC#N", "energy_ev": -7798.7293, "relative_energy_kj_mol": 88.3, "fmax_ev_per_a": 1.1}

=====

5.
{"formula": "C16H22N2O4S", "method": "ωB97M-V/def2-TZVPD", "elements": ["C", "C", "O", "C", "C", "C", "C", "O", "C", "C", "C", "S", "O", "O", "N", "C", "C", "C", "N", "C", "C", "C", "C", "H", "H", "H", "H", "H", "H", "H", "H", "H", "H", "H", "H", "H", "H", "H", "H", "H", "H", "H", "H", "H", "H"], "positions_angstrom": [[-3.809, 0.947, -3.349], [-3.145, 2.318, -3.289], [-1.746, 2.260, -3.516], [-0.924, 1.830, -2.529], [0.432, 1.739, -2.854], [1.375, 1.330, -1.934], [0.994, 0.993, -0.634], [1.806, 0.602, 0.374], [3.161, 0.273, 0.108], [3.302, -1.086, -0.569], [-0.359, 1.081, -0.326], [-0.910, 0.583, 1.297], [-2.338, 0.482, 1.273], [-0.304, 1.350, 2.336], [-0.300, -0.999, 1.370], [-0.634, -1.913, 0.385], [0.185, -2.986, 0.549], [0.254, -4.252, -0.226], [1.025, -2.749, 1.610], [0.728, -1.573, 2.079], [1.367, -0.912, 3.243], [2.599, -1.678, 3.710], [-1.312, 1.487, -1.238], [-3.584, 0.469, -4.299], [-4.886, 1.061, -3.259], [-3.458, 0.304, -2.546], [-3.359, 2.815, -2.336], [-3.519, 2.947, -4.101], [0.731, 2.000, -3.857], [2.408, 1.277, -2.239], [3.641, 1.064, -0.481], [3.626, 0.248, 1.096], [2.811, -1.088, -1.540], [2.844, -1.852, 0.052], [4.354, -1.320, -0.704], [-1.423, -1.698, -0.305], [0.032, -5.098, 0.422], [-0.459, -4.230, -1.046], [1.258, -4.394, -0.623], [1.616, 0.114, 2.969], [0.633, -0.851, 4.052], [3.341, -1.723, 2.918], [3.037, -1.192, 4.578], [2.328, -2.697, 3.971], [-2.332, 1.513, -0.893]], "orbital_gap_ev": 8.97, "smiles": "CCOc1ccc(OCC)c(S(=O)(=O)n2cc(C)nc2CC)c1", "energy_ev": -38953.7164, "relative_energy_kj_mol": 322.8, "fmax_ev_per_a": 0.8}

=====

6.
{"formula": "H22HeO11", "method": "ωB97M-V/def2-TZVPD", "elements": ["He", "O", "H", "H", "O", "H", "H", "O", "H", "H", "O", "H", "H", "O", "H", "H", "O", "H", "H", "O", "H", "H", "O", "H", "H", "O", "H", "H", "O", "H", "H", "O", "H", "H"], "positions_angstrom": [[-0.483, 0.216, 0.571], [-2.858, 1.871, -0.375], [-2.972, 0.934, -0.530], [-2.048, 2.093, -0.834], [1.794, -2.172, 2.889], [2.335, -2.897, 3.201], [0.900, -2.515, 2.904], [3.010, 1.115, -1.234], [3.204, 0.406, -0.621], [3.860, 1.350, -1.607], [-0.743, -1.999, -2.310], [-0.094, -2.696, -2.398], [-1.156, -1.945, -3.171], [2.848, 3.611, 1.056], [2.473, 2.737, 1.162], [2.868, 3.751, 0.109], [1.573, -0.454, -3.047], [0.720, -0.585, -2.632], [2.039, 0.138, -2.456], [-3.097, -0.809, -1.189], [-3.742, -1.332, -0.712], [-2.429, -1.440, -1.457], [-0.635, 2.945, -1.682], [-1.093, 2.838, -2.516], [-1.170, 3.569, -1.193], [-3.204, 1.848, 2.285], [-3.065, 1.755, 1.343], [-3.091, 0.963, 2.633], [-0.971, -2.489, 3.660], [-1.419, -3.261, 3.315], [-1.582, -1.769, 3.507], [3.042, -1.685, 0.378], [2.567, -1.820, 1.198], [2.614, -2.272, -0.246]], "orbital_gap_ev": 10.30, "energy_ev": -22959.0278, "relative_energy_kj_mol": 102.4, "fmax_ev_per_a": 1.0}

=====

7.
{"formula": "C4H6FN3", "method": "ωB97M-V/def2-TZVPD", "elements": ["C", "C", "N", "N", "C", "N", "C", "F", "H", "H", "H", "H", "H", "H"], "positions_angstrom": [[-1.855, 0.436, -0.517], [-0.950, 0.247, 0.705], [0.365, -0.193, 0.340], [0.773, -1.449, 0.204], [2.017, -1.388, -0.186], [2.510, -0.129, -0.335], [1.522, 0.631, -0.021], [1.437, 1.936, 0.029], [-1.268, 0.749, -1.378], [-2.593, 1.205, -0.311], [-2.368, -0.487, -0.773], [-1.375, -0.495, 1.383], [-0.831, 1.193, 1.238], [2.613, -2.255, -0.378]], "orbital_gap_ev": 10.41, "smiles": "CCn1ncnc1F", "energy_ev": -11432.4217, "relative_energy_kj_mol": 26.0, "fmax_ev_per_a": 4.6}

=====

8.
{"formula": "C7H12", "method": "ωB97M-V/def2-TZVPD", "elements": ["C", "C", "C", "C", "C", "C", "C", "H", "H", "H", "H", "H", "H", "H", "H", "H", "H", "H", "H"], "positions_angstrom": [[2.499, 0.238, -0.657], [1.068, -0.272, -0.800], [0.249, -0.125, 0.484], [-0.635, 1.149, 0.688], [-1.861, 0.250, 0.845], [-2.040, -0.595, -0.380], [-1.007, -0.986, 0.632], [3.059, 0.127, -1.591], [3.026, -0.323, 0.123], [2.518, 1.297, -0.376], [0.572, 0.260, -1.622], [1.087, -1.330, -1.091], [0.903, -0.261, 1.354], [-0.673, 1.848, -0.157], [-0.381, 1.704, 1.595], [-2.667, 0.401, 1.556], [-2.930, -1.216, -0.393], [-1.747, -0.225, -1.362], [-1.043, -1.940, 1.151]], "orbital_gap_ev": 10.78, "smiles": "CC[C@H]1C[C@H]2C[C@@H]12", "energy_ev": -7452.0642, "relative_energy_kj_mol": 131.9, "fmax_ev_per_a": 0.3}

=====

9.
{"formula": "C5H8O4", "method": "ωB97M-V/def2-TZVPD", "elements": ["C", "C", "O", "O", "H", "H", "H", "C", "C", "C", "O", "O", "H", "H", "H", "H", "H"], "positions_angstrom": [[1.549, -0.238, 1.544], [2.186, 0.880, 2.493], [1.540, 1.186, 3.501], [3.280, 1.321, 2.044], [1.677, 0.098, 0.517], [0.467, -0.373, 1.669], [2.162, -1.128, 1.744], [-0.952, 0.020, -1.509], [0.030, -1.159, -1.302], [-2.320, -0.519, -2.037], [-3.307, -0.140, -1.365], [-2.318, -1.073, -3.171], [-1.178, 0.660, -0.670], [-0.476, 0.483, -2.382], [1.076, -0.839, -1.228], [-0.193, -1.806, -2.152], [-0.115, -1.535, -0.246]], "orbital_gap_ev": 8.10, "charge": -2, "energy_ev": -13505.2153, "relative_energy_kj_mol": 48.1, "fmax_ev_per_a": 2.3}

=====

10.
{"formula": "C19H30N4O4S", "method": "ωB97M-V/def2-TZVPD", "elements": ["C", "C", "C", "C", "C", "O", "N", "C", "C", "C", "N", "C", "C", "N", "C", "O", "C", "C", "C", "S", "O", "O", "C", "C", "C", "N", "C", "C", "H", "H", "H", "H", "H", "H", "H", "H", "H", "H", "H", "H", "H", "H", "H", "H", "H", "H", "H", "H", "H", "H", "H", "H", "H", "H", "H", "H", "H", "H"], "positions_angstrom": [[-3.217, 4.242, 0.189], [-2.376, 3.774, 1.352], [-1.662, 2.569, 1.437], [-0.938, 2.510, 2.634], [-0.076, 1.530, 3.282], [0.181, 1.718, 4.475], [0.396, 0.434, 2.614], [1.048, -0.645, 3.379], [0.295, -1.995, 3.343], [0.291, -2.711, 1.980], [-0.602, -2.220, 0.925], [-1.743, -3.120, 0.664], [-2.488, -2.869, -0.676], [-1.588, -2.812, -1.831], [-1.007, -3.886, -2.383], [-1.296, -5.030, -2.045], [0.093, -3.663, -3.452], [1.495, -3.827, -2.809], [1.846, -2.519, -2.062], [1.094, -1.143, -3.061], [0.203, -0.359, -2.205], [2.111, -0.504, -3.893], [0.069, -2.263, -4.130], [-0.890, -0.781, 0.837], [0.275, 0.168, 1.172], [-1.240, 3.692, 3.262], [-2.067, 4.483, 2.507], [-2.487, 5.850, 2.997], [-3.115, 5.316, 0.030], [-2.918, 3.772, -0.748], [-4.276, 4.041, 0.349], [-1.726, 1.817, 0.668], [2.046, -0.779, 2.960], [1.231, -0.367, 4.419], [0.755, -2.661, 4.072], [-0.730, -1.828, 3.677], [1.280, -2.504, 1.568], [0.294, -3.800, 2.068], [-1.374, -4.147, 0.628], [-2.450, -3.085, 1.495], [-3.244, -3.643, -0.826], [-3.024, -1.921, -0.624], [-1.195, -1.905, -2.036], [-0.105, -4.445, -4.188], [1.544, -4.699, -2.150], [2.228, -4.032, -3.593], [1.312, -2.500, -1.110], [2.890, -2.290, -1.867], [0.656, -2.330, -5.043], [-0.877, -1.794, -4.388], [-1.301, -0.506, -0.134], [-1.679, -0.553, 1.556], [0.166, 1.109, 0.641], [1.203, -0.215, 0.749], [-0.876, 3.937, 4.172], [-3.186, 6.331, 2.313], [-2.981, 5.800, 3.967], [-1.634, 6.522, 3.103]], "orbital_gap_ev": 8.54, "smiles": "Cc1cc(C(=O)N2CCCN(CCNC(=O)[C@@H]3CCS(=O)(=O)C3)CC2)[nH]c1C", "energy_ev": -45175.8322, "relative_energy_kj_mol": 133.5, "fmax_ev_per_a": 2.2}

=====

11.
{"formula": "C3H9N3S", "method": "ωB97M-V/def2-TZVPD", "elements": ["N", "C", "C", "N", "C", "N", "S", "H", "H", "H", "H", "H", "H", "H", "H", "H"], "positions_angstrom": [[0.353, -0.324, 1.628], [-0.336, -1.050, 0.562], [-0.063, -0.421, -0.814], [1.345, -0.206, -1.116], [-0.808, 0.900, -1.008], [-0.569, 1.785, -0.034], [-1.788, 1.194, -2.294], [1.332, -0.584, 1.648], [-0.019, -0.615, 2.526], [-1.414, -1.038, 0.759], [-0.057, -2.120, 0.547], [-0.458, -1.094, -1.612], [1.761, 0.456, -0.439], [1.898, -1.083, -1.091], [-0.116, 1.513, 0.807], [-1.062, 2.686, -0.070]], "orbital_gap_ev": 8.70, "smiles": "NC[C@H](N)C(N)=S", "energy_ev": -18562.6630, "relative_energy_kj_mol": 1.6, "fmax_ev_per_a": 1.9}

=====

12.
{"formula": "C3H5NO2S", "method": "ωB97M-V/def2-TZVPD", "elements": ["C", "C", "C", "N", "O", "O", "S", "H", "H", "H", "H", "H"], "positions_angstrom": [[0.579, 1.099, 0.842], [-0.594, -1.718, 1.399], [-0.317, -0.179, -1.074], [-0.317, 0.259, 0.204], [1.483, 1.713, 0.278], [0.867, -0.103, -1.753], [-0.923, -2.681, 0.316], [0.352, 1.076, 1.910], [-0.600, -1.075, 2.201], [-0.693, -1.253, -1.260], [-0.977, 0.323, -1.802], [1.556, 0.482, -1.477]], "orbital_gap_ev": 7.04, "energy_ev": -19607.5679, "relative_energy_kj_mol": 477.0, "fmax_ev_per_a": 3.5}